Entry from the Open Molecules 2025 dataset: a structure of composition C13H19Cl2HfN at a distorted geometry (wB97M-V/def2-TZVPD).

CARTESIAN COORDINATES (ANGSTROEM)
1 H 1.18 -1.41 2.21
2 C 1.56 -1.43 -3.11
3 Cl -0.14 2.36 -2.34
4 H 1.31 1.50 0.68
5 H -0.25 0.05 6.04
6 H 2.07 -2.08 -1.10
7 N 0.58 0.79 0.83
8 Hf -1.15 1.67 -0.38
9 H -0.41 2.58 2.51
10 H 0.11 -2.37 -4.40
11 C 0.73 -0.63 2.83
12 H -0.77 4.34 0.22
13 H 0.59 -0.76 -4.93
14 H -1.80 -1.31 -3.79
15 C -0.07 0.21 4.97
16 C -0.13 1.64 3.01
17 C -1.32 3.44 0.53
18 C -0.93 -0.79 -3.37
19 H -1.99 3.67 1.38
20 Cl -3.30 0.88 -0.07
21 C -0.94 -0.93 -1.86
22 C 0.40 0.60 2.28
23 H -0.84 2.23 4.97
24 H -0.22 -1.86 -0.13
25 H -1.93 -0.70 -1.42
26 H 0.99 -0.05 0.39
27 H 1.10 -3.22 -2.00
28 C -0.04 -1.59 -1.18
29 H 1.91 -0.41 -2.90
30 C 0.34 -1.36 -4.04
31 H -1.04 0.26 -3.66
32 H 0.71 -1.79 4.66
33 C -0.39 1.43 4.38
34 C 0.48 -0.83 4.20
35 H 2.37 -1.96 -3.62
36 C 1.21 -2.14 -1.79

* F_max: 2.310 eV/Å
* HOMO level: -6.827 eV
* DFT total energy: -41632.2305 eV
* relative energy (zero: lowest compared OMol25 entry of this formula, charge and spin): 0.0 kcal per mole
* charge: 0